Formula: C14H23AuN4OPS5
Source: OMol25
Level of theory: ωB97M-V/def2-TZVPD

Calculated values
- F_max (eV Å⁻¹) = 0.47
- energy (hartree) = -3309.35225
- E_HOMO (alpha / beta) (eV) = -10.69 / -11.60
- ⟨S²⟩ = 2.029
- LUMO energy (alpha / beta) (eV) = -2.95 / -5.38
- 2S+1 = 3
- gap between HOMO and LUMO (alpha / beta) (eV) = 7.7433 / 6.2230
- total charge = +1

CARTESIAN COORDINATES (ANGSTROEM)
Au -0.64 -0.30 -0.33
S 0.06 2.94 -6.73
C -0.09 2.20 -5.30
S 1.22 1.35 -4.51
C 0.35 0.82 -3.13
C -1.01 1.20 -3.07
S -2.04 0.79 -1.79
S -1.59 2.13 -4.40
S 1.11 -0.11 -1.94
C -1.47 0.02 3.71
N -0.39 0.99 3.74
C 0.28 1.10 5.02
P -0.29 2.19 2.60
O -0.76 1.67 1.29
N 1.28 2.72 2.49
C 1.88 3.68 3.41
C 2.09 2.44 1.32
N -1.10 3.50 3.22
C -1.11 4.72 2.42
C -2.33 3.31 3.97
H -1.06 -0.98 3.89
H -1.95 0.04 2.74
H -2.22 0.22 4.49
H 0.53 0.10 5.39
H -0.34 1.59 5.79
H 1.21 1.67 4.92
H 1.19 3.94 4.20
H 2.15 4.60 2.87
H 2.79 3.27 3.85
H 1.56 1.78 0.64
H 3.04 1.97 1.62
H 2.32 3.37 0.79
H -0.18 4.81 1.87
H -1.20 5.59 3.09
H -1.94 4.73 1.71
H -2.22 2.50 4.69
H -3.18 3.09 3.32
H -2.55 4.22 4.53
C 1.12 -3.12 3.26
C 1.67 -1.87 3.01
C 1.16 -1.11 1.97
N 0.15 -1.54 1.20
C -0.38 -2.75 1.44
C 0.07 -3.56 2.46
H 1.50 -3.74 4.06
H 2.49 -1.48 3.60
H 1.55 -0.13 1.75
H -1.18 -3.06 0.78
H -0.38 -4.53 2.61

Here are the natural (NBO) charges for atoms 1 to 2, given in e:
1 Au 0.89
2 S 0.17